C4H7NO2 | ωB97M-V with the def2-TZVPD basis set

Properties
F_max = 0.4 eV/Å
DFT total energy = -9846.28341 eV
SMILES string = C/C(C=O)=C(\N)O

CARTESIAN COORDINATES (ANGSTROEM)
C -0.83 -1.26 0.50
C -0.40 0.12 0.10
C -1.32 1.22 0.32
O -2.44 1.12 0.79
C 0.85 0.35 -0.42
N 1.81 -0.61 -0.50
O 1.29 1.50 -0.95
H -0.38 -1.59 1.45
H -1.91 -1.26 0.64
H -0.57 -2.00 -0.27
H -0.95 2.24 0.05
H 1.77 -1.38 0.16
H 2.73 -0.30 -0.78
H 0.54 2.09 -1.13